1.
C7H8ClN2S | ωB97M-V with the def2-TZVPD basis set

XYZ file:
```
19
Properties=species:S:1:pos:R:3:mulliken_charge:R:1
Cl -3.2843 -1.0361 -1.0130 -0.094
S -0.6541 2.3251 0.1818 0.064
N -0.3962 -1.4431 0.9752 -0.113
N -2.2472 -0.1072 1.1711 -0.502
C -2.3316 0.1777 -0.1391 0.508
C 1.1653 0.1616 -0.1336 0.887
C -1.6691 1.2313 -0.7718 -0.475
C 2.4215 0.0227 -0.9242 -1.408
C 0.7925 1.5053 0.3500 -0.187
C -1.3293 -0.8377 1.7000 0.063
C 0.2977 -0.8980 -0.1548 -0.658
H 2.5097 -1.0308 -1.2651 0.383
H -1.3304 -1.0914 2.7732 0.364
H 2.3994 0.5671 -1.9479 0.300
H 1.7206 2.1552 0.4931 0.353
H 0.0862 -2.1741 1.4851 0.301
H -2.0944 1.8248 -1.6345 0.426
H 0.6600 -1.6047 -0.8401 0.365
H 3.2836 0.2522 -0.3052 0.425
```

Output
Highest occupied orbital energy   -13.1589 eV
Energy above the lowest of the compared OMol25 structures with the same formula, charge and spin   237.8 kJ/mol
Gap between HOMO and LUMO   7.1 eV
Total charge   +1

2.
C16H21N5S3 | ωB97M-V with the def2-TZVPD basis set

XYZ file:
```
45
Properties=species:S:1:pos:R:3:mulliken_charge:R:1
S -2.0652 2.3747 3.4131 -0.192
S -0.0528 -0.0094 -0.5463 -0.376
S -5.9372 2.5050 -2.5210 -0.498
N -3.9605 1.0621 -3.4155 -0.190
N -3.8540 1.8075 -1.1704 -0.269
N 2.3337 -0.9206 0.3511 0.161
N -2.6660 1.2799 -0.8584 -0.089
N 0.9725 0.2711 1.8153 -0.485
C -0.9475 0.8841 0.6686 1.392
C 1.2198 -0.2527 0.6579 0.630
C -2.7830 -0.6907 -4.6093 -1.336
C 2.5131 -1.5229 -0.9509 -0.794
C -2.2029 1.4383 0.3273 -0.692
C 0.2149 1.5295 4.2228 -0.403
C 3.9854 -1.8489 -1.1632 -0.965
C -0.2278 0.9133 1.8541 -0.856
C -1.5893 2.7068 5.0299 -0.324
C -0.5787 1.5292 3.1021 0.429
C 3.7653 -2.6761 1.2154 -0.715
C -0.3618 2.1995 5.3156 -0.648
C -4.4718 1.7341 -2.3761 0.156
C 4.4766 -2.8701 -0.1308 -0.473
C -2.6796 0.4033 -3.5573 0.251
C 3.3061 -1.2318 1.3795 -0.593
H 1.9063 -2.4351 -1.0381 0.364
H -3.5384 -1.4193 -4.3254 0.366
H 2.1638 -0.8181 -1.7130 0.610
H -1.9147 1.1343 -3.8512 0.196
H -2.2527 3.2591 5.6652 0.454
H 0.1149 2.3006 6.2742 0.385
H -4.3714 2.3413 -0.4673 0.253
H -4.5111 1.1485 -4.2587 0.221
H 2.8878 -3.3224 1.2727 0.293
H 2.8250 -1.0735 2.3457 0.424
H 4.1613 -0.5497 1.3055 0.197
H -2.7522 1.9916 1.0926 0.222
H 4.1269 -2.2349 -2.1726 0.387
H 4.4272 -2.9438 2.0385 0.368
H 1.1796 1.0577 4.2341 0.467
H 5.5544 -2.7582 -0.0067 0.298
H -3.0504 -0.2715 -5.5773 0.363
H -2.3897 -0.0142 -2.5933 0.058
H -1.8282 -1.1998 -4.7062 0.359
H 4.2923 -3.8823 -0.4929 0.283
H 4.5599 -0.9253 -1.0794 0.312
```

Output
Highest occupied orbital energy   -7.2041 eV
SMILES   CCNC(=S)N/N=C/c1sc(N2CCCCC2)nc1-c1cccs1
Gap between HOMO and LUMO   7.0 eV
Total charge   0

3.
C42H42N6O4 | ωB97M-V with the def2-TZVPD basis set

XYZ file:
```
94
Properties=species:S:1:pos:R:3:mulliken_charge:R:1
O -6.5080 -2.0172 2.4381 -0.560
O 3.3480 3.5428 2.4181 -0.454
O 6.1300 -1.1692 1.8221 -0.517
O -0.9690 -1.7022 1.3541 -0.372
N -1.0160 4.9558 -2.8659 -0.633
N 3.6570 -3.6922 2.0101 -0.114
N 8.0750 -3.2002 -0.6879 -0.583
N 0.9070 -0.2072 -0.8579 0.125
N -0.8030 2.2098 2.5151 -0.647
N -4.8540 1.5138 -1.6399 0.222
C 6.9570 -3.9982 -0.7569 -0.393
C 5.2520 2.2678 2.6991 -0.693
C 4.0850 0.0508 1.3481 -0.139
C -4.7130 -1.8532 0.7041 -0.522
C -0.9590 3.8618 0.6671 -0.555
C 6.5960 -1.3282 -1.1489 -0.663
C 1.5940 -4.8712 1.7271 -0.990
C 0.2060 -0.9032 -3.0899 -1.774
C 7.8380 -1.8322 -0.7569 -0.174
C 1.9480 -5.6552 2.8021 -0.522
C -1.4060 3.8718 -3.4999 -0.717
C -2.8080 2.2998 1.1681 -0.331
C -6.1100 0.4818 -3.3909 -1.244
C 3.0980 -5.3632 3.5421 -0.296
C -7.1830 0.3108 -2.6109 -0.504
C -3.7080 4.5218 -3.5699 0.012
C -4.8910 0.9238 -2.8359 -0.235
C -7.1220 0.6918 -1.2659 -0.829
C -1.9680 1.7938 2.1381 -0.340
C 2.5220 -3.8792 1.2091 0.160
C -0.7050 0.0468 -3.1259 -0.928
C -2.7240 3.6178 -3.9169 -0.642
C -2.8000 -2.0522 2.7821 -0.221
C -3.3150 -1.7042 0.4941 0.103
C -2.3900 -1.8372 1.4971 0.270
C -1.9530 5.9888 -2.6429 -0.514
C -5.2320 -1.9212 2.0811 0.848
C -3.3200 5.8508 -2.9889 -0.601
C 5.4250 0.0198 1.9191 0.390
C -0.9770 0.8298 -1.9139 0.635
C -0.3290 3.2538 1.6801 -0.122
C -5.9380 1.3448 -0.8179 0.026
C -4.2220 -1.9952 3.1511 -0.498
C 3.9330 -4.3772 3.0931 -0.182
C 3.3460 1.2548 1.6121 -0.221
C 3.9990 2.3448 2.2661 0.628
C -2.2300 3.2888 0.3131 0.260
C -0.1020 0.6348 -0.8289 -0.855
C 5.9870 1.0148 2.6331 -1.003
C 5.7310 -3.5192 -0.9999 0.201
C 1.0040 -0.9972 -1.9189 -0.040
C 5.5440 -2.1852 -1.2999 0.115
H 3.2890 -6.2682 4.3931 0.157
H -7.8890 -0.1312 -3.0269 0.682
H -5.4570 -1.7032 -0.3059 0.140
H -0.5970 4.5918 -0.0149 0.432
H -4.7960 4.3348 -3.9519 0.275
H 8.6950 -1.2922 -0.6009 0.486
H 3.9220 -0.8142 0.7201 0.293
H 2.4120 -3.6302 0.1151 0.107
H -6.0220 1.5868 0.2891 0.277
H -4.2650 1.0528 -3.5849 0.506
H -6.0030 0.3228 -4.3089 0.677
H 0.7970 -5.1302 1.2141 0.605
H 6.8670 0.7288 2.9851 0.648
H -0.9320 -1.5252 0.3621 0.044
H -2.2590 0.9048 2.6921 0.586
H -1.4900 6.7438 -2.2109 0.597
H 7.1860 -5.1442 -0.6759 0.292
H -3.0130 2.8798 -4.4469 0.885
H -7.9420 0.7678 -0.5969 0.466
H 2.2920 1.2588 1.2471 0.280
H 5.7960 3.0978 3.0631 0.310
H 0.4050 -1.3382 -3.7969 1.057
H -0.6680 3.1958 -3.5399 0.874
H 0.7190 3.6448 1.9751 0.187
H -3.6580 1.6798 0.9561 0.067
H -6.7740 -2.1252 3.3811 0.338
H -1.2200 0.0868 -3.9729 0.613
H -4.6710 -2.0262 4.2251 0.112
H -2.0950 -2.1382 3.6851 0.279
H 1.7330 -1.7362 -1.6929 0.423
H 4.8280 -4.0662 3.6241 0.421
H -4.1040 6.5378 -2.9289 0.488
H 4.7290 -4.0822 -1.1439 0.165
H -1.9190 1.6448 -2.0149 -0.207
H 5.9530 -1.4782 1.0741 0.133
H -2.9330 -1.4142 -0.6019 -0.013
H 1.4280 -6.2672 3.2071 0.673
H -0.2990 1.1228 -0.0399 1.043
H 4.4770 -1.7942 -1.4559 0.257
H 3.8210 4.1948 2.7621 0.245
H -2.8620 3.4348 -0.5529 0.393
H 6.5900 -0.2392 -1.1559 0.340
```

Output
Highest occupied orbital energy   -7.7266 eV
SMILES   Oc1ccc(O)cc1.Oc1ccc(O)cc1.c1ccncc1.c1ccncc1.c1ccncc1.c1ccncc1.c1ccncc1.c1ccncc1
Energy above the lowest of the compared OMol25 structures with the same formula, charge and spin   491.0 kJ/mol
Gap between HOMO and LUMO   8.0 eV
Total charge   0

Result set for largest force on an atom: 3.51 1.58 16.25 eV/Å, one per record in the order listed.